(1)
This record from the Open Molecules 2025 dataset describes a 2-piece molecular cluster, C11H12N overall. The level of theory is ωB97M-V with the def2-TZVPD basis set.

Geometry (Å):
C 0.0398 4.0635 -1.4884
C -0.0238 -3.0871 0.0829
H 1.8409 0.0902 2.7898
N 1.0745 0.8184 1.0735
H 0.3782 5.0685 -1.6591
C 0.2348 -1.7224 0.6148
H -0.1746 3.5765 -2.3667
C -1.0693 -0.9676 -1.4610
H -1.3621 -0.2807 -2.2082
H -0.4737 2.5424 -0.1221
C -0.2070 -0.6370 -0.3405
H 0.0945 3.9930 0.6042
H 0.0115 0.5302 2.8994
H -0.7336 -4.2579 -1.4247
C -0.8254 -3.3529 -0.9732
H 0.8387 -2.0464 2.6530
C -0.1666 3.5456 -0.3385
C 0.8692 0.0681 2.2883
C 0.6819 -1.3364 1.8605
H 0.5021 -3.9125 0.5298
C -1.4428 -2.2572 -1.6384
H 1.7446 1.5651 0.9487
C 0.4016 0.4775 0.0159
H -2.2332 -2.4808 -2.3401

Output
E_LUMO (spin up / spin down)	-5.369 / -6.088	eV
charge	+1
energy relative to the best compared isomer or geometry (same formula, charge and spin)	111.0	kcal/mol

(2)
This record from the Open Molecules 2025 dataset describes C16H31O4PPd as an isolated structure. The level of theory is ωB97M-V with the def2-TZVPD basis set.

Geometry (Å):
C 0.9703 -0.4864 4.0460
H 0.2987 -2.1509 1.5430
H -0.6795 -3.6667 -2.2255
H 1.1019 -3.1418 -0.6644
Pd 0.0462 0.4868 0.7363
C -0.8527 1.0248 4.0157
C 1.1504 1.0978 -2.4879
H -1.6597 -2.3985 -2.9458
H -0.1205 1.2054 5.9994
H 3.1812 1.0881 -3.2184
H -2.8023 0.1377 -4.0037
H 0.6663 1.2204 -3.4792
C 2.5229 0.4316 -2.6381
P -0.0169 0.0044 -1.5471
H -2.2176 1.8196 -0.5544
H -2.3427 -0.4022 -1.7333
C -2.2295 1.7432 -1.6510
C -1.6365 -0.5429 0.8023
C 0.1151 -0.8032 5.2583
H 1.8734 3.1302 -2.5124
H 2.4830 -0.5309 -3.1580
H -1.8239 0.7838 3.6040
H 1.9354 2.3827 -0.9180
H -1.6792 0.3183 5.8846
C 1.3262 2.4723 -1.8260
H 1.2884 -1.3674 3.4909
H 2.1856 -1.7469 -1.0066
C 1.4489 -2.4394 -1.4355
C -1.7076 0.3931 -2.1691
C -1.7626 0.2964 -3.6952
H -0.7672 2.1059 3.9426
O -0.3831 3.4572 1.6405
H 2.9715 0.3154 -1.6454
C 0.2751 -1.7343 -2.1317
H 0.3786 2.9686 -1.6126
H -1.4501 1.2380 -4.1631
O 3.0990 -0.0370 1.0850
H -0.5928 -1.6136 5.0479
H -1.1769 -0.5376 -4.0963
H 0.5026 -2.6042 0.9841
H 0.5507 -1.5741 -3.1874
C -0.7079 0.4876 5.4221
H 0.6937 -1.0529 6.1448
O 0.1514 0.3579 3.2149
C -0.9831 -2.6150 -2.1056
C 1.9945 0.1362 0.7604
H -1.5224 -2.5278 -1.1462
H -1.6857 2.5847 -2.0950
H -3.2730 1.8531 -1.9734
H 1.9717 -3.0816 -2.1621
O -2.6659 -0.9779 1.1169
C -0.3003 2.4058 1.1480
H 1.8572 0.0862 4.3008

Output
E_LUMO (spin up / spin down)	-14.223 / -19.148	eV
charge	+4
spin multiplicity	5

(3)
This record from the Open Molecules 2025 dataset describes a 2-piece molecular cluster, C2H8N2O overall. The level of theory is ωB97M-V with the def2-TZVPD basis set.

Geometry (Å):
O -3.0611 -0.5869 1.9963
N 2.5595 1.1427 -0.3513
H -0.1465 1.1605 -0.4509
H 2.1218 -0.8392 -0.8660
N -0.5310 -0.8932 -1.0720
H 2.9505 1.3207 0.5519
H -1.4646 -0.5972 -0.7932
H -2.5229 -0.2814 2.7205
H 2.3259 2.0413 -0.7589
C 1.6487 0.1027 -0.5886
H -0.4685 -0.7267 -2.0703
H -3.9124 -0.3827 2.3610
C 0.3170 0.1751 -0.5337

Output
E_LUMO	0.799	eV
SMILES	N/C=C/N.O
energy relative to the best compared isomer or geometry (same formula, charge and spin)	49.6	kcal/mol

(4)
This record from the Open Molecules 2025 dataset describes a 8-piece molecular cluster, C37H87N3O8 overall. The level of theory is ωB97M-V with the def2-TZVPD basis set.

Geometry (Å):
H 2.5389 -1.7288 3.4040
H 3.0452 -4.6819 3.8026
C 3.2706 -1.9216 4.1911
H 0.5215 4.4708 -0.8261
H 8.1790 -3.5611 2.9670
C 6.6005 -3.8790 4.4057
N 5.1711 -2.1230 2.7211
H -1.8275 2.8449 -2.8896
H 8.1285 -1.8053 1.1683
O 4.3406 -1.6769 1.6528
H 0.2554 -3.9907 4.5306
C -4.2399 1.7558 -0.0121
H -5.2184 4.6594 4.8325
O -0.0956 -2.7463 -1.8135
H 5.5309 -2.2635 5.4087
H 0.6684 2.5315 -5.6684
C -1.4054 -2.6937 4.1569
C 1.5590 4.5358 -1.1560
C 0.2612 -0.0768 1.6664
C -4.4104 -1.0281 -2.9688
H -6.7215 5.0380 2.2285
H 6.4095 -4.8731 4.0047
C 4.3766 -2.8562 3.7108
H -0.2452 -0.3683 -3.2742
C -0.6250 1.5622 -4.2235
C -3.3309 4.9020 2.6485
C 0.6203 -0.4386 -5.1980
O 0.7743 -0.0041 -0.7434
H -4.6584 -1.6260 -3.8408
H -4.8808 0.5749 2.4071
H 6.0602 -4.7284 1.7178
O -6.2047 2.7690 1.6829
O -2.5258 2.3167 -5.4250
H 1.0241 2.9673 -4.0135
H -1.2702 4.2229 2.5937
N -4.8877 3.2894 1.7075
H 3.2114 3.1506 -1.2983
C 6.4353 -2.6058 2.2014
H -1.0277 0.5757 0.1166
H 2.2768 -4.3550 -0.1178
C 3.7281 -4.1293 3.1547
O 1.7551 2.4492 0.0578
H -4.1216 2.6054 -0.6809
H -0.3743 3.6637 -4.7916
H -2.3648 3.4907 0.5246
C -4.9931 3.8146 4.1860
H 6.5789 -1.1999 0.5617
C -1.2922 1.8915 -2.8798
H -0.5952 1.8996 -2.0336
H 3.2176 -3.9161 2.2122
H -3.5535 0.9428 -0.2683
H 1.1199 -4.3851 -2.1391
H 0.5021 0.9703 1.8664
H -2.3342 -1.1070 -3.3060
C -0.6438 -0.8084 -5.9643
C 5.3178 -3.1880 4.8570
H -3.1993 0.2892 2.0361
H 4.4747 -4.8828 2.8950
H -4.1523 3.2498 4.5895
H -1.3373 2.1550 -7.5843
H -2.7143 -0.9730 -7.4545
H 0.2199 1.3573 -7.3819
H -3.2000 5.5168 3.5433
H -1.9923 -2.7982 -1.8962
H -1.9898 1.1084 -2.5841
H 5.6312 -3.6123 0.4099
C -1.4861 0.3955 -6.3411
C -0.2404 -0.1835 0.2408
H -0.4168 -1.3667 -6.8783
C 1.6457 -3.4837 -0.2813
H 7.2037 -0.5971 2.1105
H 1.7505 2.5898 -2.0162
H -0.0133 -1.8312 -1.5185
C 7.1335 -1.4705 1.4591
H -1.0161 0.6617 -8.4444
H 0.2409 -3.2023 2.8806
H 3.6862 -0.9311 4.4132
H 1.8879 -2.8529 -2.3562
H 7.2204 -3.9627 5.3018
H 1.6527 4.9513 -2.1589
H -5.7514 6.1736 3.2119
C -3.0087 -1.2873 -2.4632
H -3.2322 5.5699 1.7904
C 6.3315 -3.7969 1.2257
H -3.4458 0.6807 -7.3019
C -4.7320 4.2979 2.7477
C -2.8634 -0.0962 -6.8166
H -5.1741 -1.1971 -2.2009
H -0.7237 -1.1316 0.0020
C -2.2808 3.8073 2.5928
O -2.2569 -3.3079 5.1253
H -2.3475 3.2407 3.5305
H -2.7744 -0.6055 -1.6398
H 2.5447 2.2277 0.5588
C -2.5116 2.8640 1.4132
H -0.5099 -0.3709 2.3822
H 4.1268 -0.7802 1.9274
C 0.2049 2.7451 -4.7038
C 0.2406 0.3393 -3.9445
H 7.6737 -2.1013 3.8537
C -0.8495 1.1807 -7.4987
H -4.5594 0.0444 -3.1516
H -0.8272 -4.5666 3.2836
C -5.7241 5.4287 2.4143
H 4.8249 -3.8061 5.6164
H 1.1467 -0.6910 1.8443
C -0.3391 -3.6716 3.6767
H 1.2089 0.8434 -0.5388
H 0.7383 -3.6697 0.3105
H -1.7180 2.1217 1.4801
H -0.9644 -1.8573 4.6980
N -1.7154 1.1875 -5.1322
H 1.1171 -1.3761 -4.9297
H -3.4257 -0.4966 -5.9673
C 1.1622 -3.3786 -1.7217
C 2.1276 3.1325 -1.1456
H -6.2430 2.1558 2.4305
H -3.6080 1.3475 3.3851
H -5.3867 5.9431 1.5139
O -2.9377 -2.6566 -2.0598
H -2.7950 -3.9827 4.7010
C -3.9061 2.2491 1.3978
C -3.8980 1.0565 2.3752
H 2.7444 -2.3065 5.0629
H -3.2430 2.2190 -4.7899
H 2.0612 -2.5595 0.1185
H -1.9855 -2.3055 3.3130
H -5.8555 3.1424 4.2082
H 7.3166 -3.9658 0.7828
H 2.0732 5.2049 -0.4648
H 1.3136 0.1019 -5.8496
H 1.1472 0.6361 -3.4122
C 7.3258 -3.0263 3.3847
H -5.2312 1.3125 -0.0623
H -1.2255 -1.5182 -5.3631

Output
E_LUMO	0.019	eV
SMILES	CC1(C)CCCC(C)(C)N1O.CC1(C)CCCC(C)(C)N1O.CC1(C)CCCC(C)(C)N1O.CCO.CCO.CCO.CCO.CCO
energy relative to the best compared isomer or geometry (same formula, charge and spin)	0.0	kcal/mol